Record 1
Below is a structure of composition C10H20F6KNO8S2 at a distorted geometry, with properties calculated with ωB97M-V/def2-TZVPD.

As for the net charge: 0. The molar mass comes out at 499.5 g/mol. As for the lowest unoccupied orbital energy: -0.1 eV. The total energy comes out at -3045.16575 a.u.

The geometry in XYZ format:
```
48
C10H20F6KNO8S2 ωB97M-V/def2-TZVPD
K 1.14780 0.36741 -0.36498
C 3.97017 0.71980 -3.35519
F 5.24824 0.40059 -3.16588
F 3.59742 1.59261 -2.39223
F 3.82067 1.30277 -4.54423
S 2.89059 -0.77010 -3.27998
O 1.57668 -0.28077 -3.59297
O 3.49308 -1.72922 -4.11695
N 2.95572 -1.12828 -1.70780
S 3.71318 -2.50090 -1.39583
O 3.01259 -3.65961 -1.83186
O 5.14344 -2.48363 -1.50713
C 3.36444 -2.46511 0.40462
F 2.03125 -2.33138 0.63192
F 3.77141 -3.57244 0.97124
F 3.95953 -1.42932 1.01509
C -1.26661 -2.31179 -1.60485
O -1.28273 -1.15850 -0.76508
C -2.55806 -0.54695 -0.62166
C -2.35357 0.97019 -0.56322
O -1.29654 1.40712 -1.36436
C -1.60348 1.36708 -2.73713
H -1.61058 -3.19044 -1.04542
H -0.23337 -2.48818 -1.89682
H -1.90208 -2.17849 -2.48151
H -2.99727 -0.92772 0.30685
H -3.20599 -0.81992 -1.45862
H -2.23559 1.32836 0.45938
H -3.27222 1.48457 -0.89613
H -2.51353 1.94146 -2.94943
H -1.72895 0.34040 -3.09699
H -0.77214 1.81071 -3.27907
C -0.44826 -0.99871 2.28496
O -0.28346 0.40054 2.19061
C -0.97489 1.04703 3.22636
C -1.11094 2.52273 2.93258
O -1.55240 3.20646 4.09512
C -2.91307 2.98604 4.41505
H -1.38065 -1.37842 1.86558
H -0.44355 -1.29344 3.34567
H 0.40560 -1.51817 1.86309
H -0.44701 0.92124 4.18370
H -1.96425 0.60014 3.41066
H -1.80901 2.71292 2.11306
H -0.10922 2.92110 2.76668
H -3.07592 1.99090 4.84574
H -3.55867 3.09011 3.53349
H -3.19779 3.72919 5.15395
```

Results of the natural (NBO) charge analysis, in e, for atoms 1 through 5: number 1, K, carries 0.939; number 2, C, carries 0.711; number 3, F, carries -0.297; number 4, F, carries -0.336; number 5, F, carries -0.306

***

Record 2
Below is the ion C40H63Si with charge +1 at a distorted geometry, with properties calculated with ωB97M-V/def2-TZVPD.

As for the net charge: +1. The molar mass comes out at 572.0 g/mol. As for the lowest unoccupied orbital energy: -4.7 eV. The total energy comes out at -1851.16031 a.u.

The geometry in XYZ format:
```
104
C40H63Si ωB97M-V/def2-TZVPD
C 6.08732 -1.47378 3.06550
C 4.79718 -0.70932 2.96323
C 4.79574 0.69372 2.94435
C 3.59685 1.38211 2.77414
C 2.38443 0.69406 2.65875
C 1.11723 1.44581 2.34515
C -0.10443 0.65827 2.29958
C -1.23569 1.26397 2.74273
C -2.47969 0.58631 2.89019
C -3.68259 1.33829 2.98070
C -4.90783 0.66162 3.06106
C -4.93602 -0.74299 3.07885
C -6.25343 -1.44248 3.06262
C -3.74114 -1.48070 3.06452
C -2.53147 -0.81653 2.96162
C 2.37732 -0.70268 2.77553
C 3.58665 -1.40014 2.93344
H 5.86236 -2.54960 3.09309
H 6.73291 -1.23960 2.20392
H 6.63902 -1.21198 3.98307
H 5.73329 1.21915 3.09991
H 3.62941 2.47578 2.62257
H 0.96930 2.39690 3.04260
H -0.16275 -0.32635 1.82110
H -1.26407 2.36449 2.77452
H -3.64569 2.41324 3.02486
H -5.84117 1.21363 3.13293
H -6.11587 -2.52924 3.04290
H -6.84739 -1.16002 3.93946
H -6.80899 -1.13832 2.16667
H -3.74728 -2.56939 3.15609
H -1.57667 -1.35676 3.00023
H 1.45741 -1.26893 2.65729
H 3.57962 -2.47924 3.07980
C 3.94431 -4.55915 -4.13472
C 3.85383 -3.11964 -4.61721
C 3.40150 -2.16498 -3.51193
C 3.24205 -0.68394 -3.94874
C 2.75994 0.24930 -2.81708
C 2.55000 1.71287 -3.26703
Si 0.82395 2.33978 -3.10265
C 0.78582 4.07685 -3.82031
C 1.15631 4.16888 -5.32718
C 2.37105 5.09636 -5.61563
C 2.81822 5.12445 -7.10052
C 1.76436 5.66622 -8.07446
C 2.28403 5.73652 -9.49553
C -0.30454 1.23386 -4.11873
C -1.75615 1.71699 -4.14120
C -2.65256 0.82362 -5.01780
C -4.12955 1.28074 -5.04603
C -5.01191 0.38580 -5.90277
C -6.47017 0.83444 -5.88316
C 0.17391 2.20078 -1.28143
C -0.17794 3.58952 -0.65012
C 0.82719 3.74752 0.59795
C 1.33854 2.32364 0.88220
C 1.05048 1.53462 -0.26269
H 4.29177 -5.20119 -4.94263
H 4.64558 -4.66515 -3.30249
H 2.97140 -4.93611 -3.80762
H 4.82837 -2.78934 -4.99190
H 3.14868 -3.05037 -5.45254
H 2.43109 -2.50633 -3.10963
H 4.12293 -2.19608 -2.67676
H 4.21114 -0.31148 -4.33308
H 2.52544 -0.63672 -4.79316
H 1.83110 -0.17367 -2.40456
H 3.49399 0.21663 -1.99418
H 3.19468 2.36422 -2.65944
H 2.86580 1.84905 -4.31429
H -0.23050 4.47814 -3.69989
H 1.45958 4.71605 -3.22742
H 1.38348 3.17249 -5.75618
H 0.29610 4.55890 -5.90659
H 2.09898 6.12332 -5.29811
H 3.23307 4.77693 -4.99127
H 3.72384 5.75115 -7.14968
H 3.10989 4.10341 -7.40000
H 0.87701 5.02235 -8.01814
H 1.45704 6.66211 -7.72700
H 1.50610 6.12485 -10.14504
H 3.14817 6.39657 -9.57349
H 2.56988 4.75094 -9.86304
H 0.11506 1.21133 -5.13746
H -0.24729 0.20657 -3.72102
H -2.16932 1.74114 -3.11883
H -1.80861 2.75034 -4.52047
H -2.25171 0.81652 -6.05126
H -2.59826 -0.21797 -4.64260
H -4.50289 1.30062 -4.00772
H -4.16226 2.31736 -5.42383
H -4.63604 0.39376 -6.93218
H -4.93675 -0.64490 -5.53810
H -7.07607 0.16280 -6.49796
H -6.88008 0.82055 -4.86407
H -6.58328 1.85120 -6.28298
H -0.74389 1.59818 -1.40509
H -0.11926 4.45080 -1.34566
H -1.22832 3.53245 -0.29862
H 1.63078 4.44013 0.31806
H 0.36435 4.15815 1.51770
H 2.39346 2.35050 1.30220
H 1.41723 0.49412 -0.44715
```

Results of the Mulliken charge analysis, in e, for atoms 1 through 5: number 1, C, carries -1.349; number 2, C, carries 0.978; number 3, C, carries -1.134; number 4, C, carries -0.109; number 5, C, carries -0.187

***

Record 3
Below is a cluster of 2 separate species, C5H11N2 in total at a distorted geometry, with properties calculated with ωB97M-V/def2-TZVPD.

As for the net charge: +1. The molar mass comes out at 99.2 g/mol. As for the lowest unoccupied orbital energy: -3.5 eV. The total energy comes out at -306.18098 a.u.

The geometry in XYZ format:
```
18
C5H11N2 ωB97M-V/def2-TZVPD
C 1.88171 2.48847 0.47822
C 0.94489 1.74427 0.52941
C -1.70404 0.75919 -1.46450
C 1.23757 -1.74789 0.47295
C -0.54538 0.31286 0.53086
N -0.77757 -0.05262 -0.76928
N 0.36296 -0.75850 1.22642
H 2.58243 3.31927 0.64615
H -1.92936 0.29884 -2.52617
H -2.62226 0.72526 -1.01611
H -1.33861 1.84500 -1.42021
H 1.71031 -1.18012 -0.25125
H 1.99306 -2.24656 1.16712
H 0.60132 -2.53076 0.01495
H -1.19043 0.74958 1.22305
H 0.09103 -0.32700 -1.27687
H -0.16205 -1.31924 1.79277
H 0.87892 -0.12902 1.79698
```

Results of the natural (NBO) charge analysis, in e, for atoms 1 through 5: number 1, C, carries -0.274; number 2, C, carries -0.287; number 3, C, carries -0.430; number 4, C, carries -0.426; number 5, C, carries 0.304

***

Record 4
Below is the ion C4H10NO2 with charge +1 at a distorted geometry, with properties calculated with ωB97M-V/def2-TZVPD.

The SMILES is CC[C@H]([NH3+])C(=O)O. As for the net charge: +1. The molar mass comes out at 104.1 g/mol. As for the lowest unoccupied orbital energy: -3.8 eV. The total energy comes out at -363.40275 a.u.

The geometry in XYZ format:
```
17
C4H10NO2 ωB97M-V/def2-TZVPD
C -0.26004 -0.97605 -2.46827
C 0.52078 -0.16834 -1.41918
C -0.04811 -0.34478 -0.02255
N -1.57392 -0.23353 0.06570
C 0.58920 0.49075 1.07807
O 1.59903 1.10183 0.96442
O -0.19370 0.37212 2.16963
H -1.19677 -0.43606 -2.62716
H -0.38598 -2.01791 -2.15631
H 0.37119 -0.90341 -3.34902
H 1.59213 -0.44286 -1.29058
H 0.48050 0.89132 -1.70342
H 0.10100 -1.38658 0.27435
H -1.95611 -0.80843 0.81407
H -2.01496 -0.46051 -0.82777
H -1.74337 0.73191 0.37684
H -0.06137 0.96723 2.91943
```

Results of the natural (NBO) charge analysis, in e, for atoms 1 through 5: number 1, C, carries -0.623; number 2, C, carries -0.418; number 3, C, carries -0.141; number 4, N, carries -0.677; number 5, C, carries 0.764